Entry 1:
DFT (the ωB97M-V functional and the def2-TZVPD basis) results for a cluster of 2 separate species, C6H11NO in total.

Geometry as XYZ:
```
19
Properties=species:S:1:pos:R:3:forces:R:3:nbo_charge:R:1
C -1.170 0.426 -0.966 0.0 -0.3 0.1 -0.32
C 0.547 -1.569 0.702 -1.2 0.9 0.0 -0.80
C 0.292 1.082 1.047 -0.1 0.3 -0.1 -0.68
C 1.975 -0.956 -0.642 0.7 0.2 -1.8 0.69
C 0.154 0.312 -0.236 0.3 -1.4 1.1 0.32
N -2.371 0.812 -0.251 0.1 0.0 0.0 -0.82
C 1.313 0.131 -1.086 0.4 -0.3 -0.1 -0.62
O 2.781 -1.812 -0.812 -0.7 0.5 0.7 -0.53
H -2.635 0.128 0.447 0.0 0.0 0.0 0.36
H -2.282 1.713 0.199 0.0 -0.1 0.0 0.36
H -1.353 -0.527 -1.468 0.0 0.0 0.0 0.22
H -0.994 1.139 -1.785 0.1 0.0 0.1 0.22
H 1.515 0.680 -1.998 0.2 0.1 0.1 0.23
H 1.205 -1.585 1.567 0.1 0.1 -0.1 0.23
H 0.505 -2.511 0.159 0.2 0.1 -0.1 0.23
H -0.466 -1.397 1.074 -0.1 -0.1 0.1 0.22
H 1.262 0.917 1.506 0.0 0.0 0.0 0.24
H 0.222 2.146 0.779 0.0 0.0 0.1 0.23
H -0.500 0.870 1.765 0.0 0.0 0.0 0.22
```
Positions in Å, forces in eV/Å.

* E_tot: -365.06330 Eh
* charge: 0



Entry 2:
DFT (the ωB97M-V functional and the def2-TZVPD basis) results for a cluster of 2 separate species, C24H27F17N3O2P2 in total.

Geometry as XYZ:
```
75
Properties=species:S:1:pos:R:3:forces:R:3:mulliken_charge:R:1
N 3.265 5.240 2.754 -1.4 -1.6 1.0 -0.76
P 1.870 4.888 3.562 2.6 -0.2 -1.6 0.31
C 1.518 2.992 3.570 -1.7 -1.1 -0.4 0.33
C 2.726 2.261 4.450 -0.3 0.4 0.3 -0.81
C 2.557 0.606 4.502 1.2 1.0 -0.3 -0.14
C 4.029 -0.030 4.036 0.2 2.5 1.6 0.46
F 4.452 0.525 2.731 -1.0 -2.2 3.3 -0.21
F 5.006 0.525 5.047 -2.4 -1.9 -3.0 -0.35
C 4.119 -1.656 4.176 1.5 -0.4 2.9 0.50
F 3.575 -1.981 5.549 1.6 1.0 -4.4 -0.30
F 5.561 -2.106 4.240 -4.9 1.2 -0.8 -0.30
C 3.208 -2.516 3.124 -1.1 -2.8 2.2 0.37
F 1.742 -2.219 3.333 4.9 -0.7 -1.1 -0.24
F 3.347 -3.957 3.562 -0.4 4.7 -1.5 -0.32
C 3.678 -2.458 1.558 1.8 -2.2 -1.7 0.78
F 5.082 -1.987 1.348 -4.8 -1.3 1.0 -0.26
F 3.677 -3.889 1.073 -0.1 4.7 1.3 -0.30
C 2.670 -1.651 0.548 -2.8 0.1 0.8 0.57
F 1.433 -2.511 0.429 4.1 2.3 0.5 -0.34
F 2.162 -0.347 1.112 2.0 -4.4 -2.1 0.14
C 3.217 -1.457 -0.984 0.2 -1.4 -2.2 0.25
F 2.020 -1.684 -1.879 3.4 0.9 2.4 -0.19
F 4.229 -2.451 -1.424 -3.6 3.1 2.0 -0.28
C 3.817 0.025 -1.336 3.7 0.6 -0.7 0.52
F 4.859 -0.202 -2.408 -3.5 0.8 3.4 -0.29
F 4.592 0.651 -0.200 -3.2 -2.4 -3.8 -0.21
C 2.743 1.080 -1.985 -0.1 3.8 -0.7 0.57
F 1.426 1.137 -1.313 4.6 -0.6 -2.7 -0.16
F 3.354 2.451 -1.806 -2.3 -4.9 -0.7 -0.24
F 2.662 0.875 -3.458 -0.3 0.5 5.3 -0.25
C 1.450 2.688 1.942 0.6 1.2 -1.5 -0.45
O 0.178 2.085 1.465 2.2 1.1 1.9 -0.30
P -0.885 1.807 2.853 -1.7 -1.4 0.8 0.22
O 0.174 2.537 4.032 3.3 1.1 -0.7 -0.43
H 3.724 4.357 2.426 -0.5 1.1 0.4 0.26
H 1.956 5.443 4.921 -0.8 -0.4 -1.0 0.10
H 0.813 5.505 2.779 0.1 -0.4 1.3 0.10
H 2.632 2.670 5.564 0.1 -0.9 -2.4 0.39
H 3.796 2.597 4.083 -2.3 -0.7 0.6 0.37
H 2.400 0.326 5.630 0.2 0.1 -2.5 0.35
H 1.678 0.301 3.792 1.7 0.3 1.4 -0.11
H 1.492 3.670 1.270 0.3 -1.7 1.8 0.27
H 2.462 2.150 1.709 -2.1 0.3 0.0 0.04
H -1.975 1.215 2.067 0.1 -0.4 -0.8 -0.19
H -1.661 3.020 2.715 0.7 0.1 0.0 0.05
H -1.609 1.287 4.021 -0.2 0.8 -0.3 -0.03
H -0.300 0.484 2.851 0.8 -0.3 0.2 -0.39
C -1.101 -1.765 0.453 0.1 0.0 0.3 -0.85
N -1.963 -1.537 -0.725 -0.6 0.1 -0.4 0.15
C -1.456 -1.738 -1.962 -0.7 0.2 -0.3 -0.29
C -2.258 -1.572 -3.094 0.4 0.0 0.2 -0.81
C -3.600 -1.201 -2.961 0.6 -0.1 1.0 0.82
C -4.079 -0.979 -1.664 0.0 -0.1 0.1 -0.74
C -3.245 -1.151 -0.560 -0.1 0.0 -0.6 -0.16
C -4.495 -1.070 -4.125 -0.7 0.1 -0.7 0.57
C -5.664 -1.835 -4.215 -0.3 0.0 -0.2 -0.70
C -6.537 -1.676 -5.290 0.6 0.1 0.5 -0.08
N -6.270 -0.776 -6.261 0.3 -0.2 0.5 0.00
C -5.138 -0.036 -6.222 0.3 -0.3 0.7 -0.33
C -4.237 -0.170 -5.163 -0.2 0.1 -0.5 -0.58
C -7.223 -0.578 -7.370 -0.1 0.1 -0.2 -0.87
H -0.218 -1.128 0.354 -0.4 -0.1 0.2 0.12
H -0.825 -2.824 0.459 0.0 0.3 0.0 0.39
H -1.643 -1.515 1.367 0.1 0.2 -0.2 0.32
H -0.415 -2.043 -2.034 -0.2 0.1 0.2 0.59
H -1.824 -1.760 -4.075 0.0 0.0 0.3 0.49
H -5.109 -0.668 -1.496 0.3 -0.1 0.0 0.51
H -3.602 -0.989 0.454 0.3 0.0 -0.1 0.43
H -5.910 -2.569 -3.448 0.0 0.2 -0.2 0.50
H -7.451 -2.258 -5.373 0.2 0.2 -0.1 0.39
H -4.973 0.667 -7.034 -0.1 -0.2 0.1 0.48
H -3.346 0.456 -5.153 -0.2 -0.1 0.0 0.51
H -6.691 -0.752 -8.308 -0.2 0.1 0.1 0.37
H -7.591 0.450 -7.308 0.0 -0.2 -0.2 0.37
H -8.057 -1.279 -7.276 0.3 0.2 0.0 0.28
```
Positions in Å, forces in eV/Å.

* E_tot: -3625.04358 Eh
* charge: +1



Entry 3:
DFT (the ωB97M-V functional and the def2-TZVPD basis) results for a cluster of 2 separate species, C3H12N2O2 in total.

Geometry as XYZ:
```
19
Properties=species:S:1:pos:R:3:forces:R:3:nbo_charge:R:1
N -1.031 1.675 0.612 2.5 0.8 1.7 -0.82
C 0.582 1.758 0.815 -1.6 -5.4 0.8 -0.03
N 1.230 0.600 0.076 0.0 2.9 -2.1 -0.69
C 1.432 -0.681 0.656 -0.7 -0.7 1.1 -0.26
C 0.832 -1.845 -0.258 -1.0 3.6 -1.1 -0.06
O -0.497 -1.299 -0.816 2.1 -0.8 1.1 -0.78
H -1.243 0.697 0.633 0.1 -1.0 -0.7 0.33
H -1.443 1.817 1.551 0.3 1.0 -0.4 0.34
H 0.915 1.582 1.879 -0.9 0.3 -0.7 0.16
H 0.973 2.664 0.542 0.5 2.1 -1.2 0.19
H 1.779 0.791 -0.831 -1.4 -0.2 2.3 0.39
H 0.761 -0.807 1.524 0.3 0.6 0.1 0.19
H 2.475 -0.678 1.075 -0.6 -1.3 -0.7 0.20
H 0.539 -2.716 0.259 0.2 -1.0 0.6 0.19
H 1.506 -1.997 -1.090 -0.1 -0.4 -0.3 0.17
H -0.618 -0.400 -0.442 0.5 -0.7 -0.6 0.48
O -2.924 -0.408 -1.685 -1.2 1.7 -2.2 -0.94
H -2.131 -0.846 -1.960 1.0 -0.8 0.2 0.48
H -3.138 0.094 -2.540 0.1 -0.9 2.0 0.46
```
Positions in Å, forces in eV/Å.

* E_tot: -381.40249 Eh
* SMILES: NCNCCO.O
* charge: 0



Entry 4:
DFT (the ωB97M-V functional and the def2-TZVPD basis) results for a cluster of 3 separate species, C16H24FN3O11P2S2 in total.

Geometry as XYZ:
```
59
Properties=species:S:1:pos:R:3:forces:R:3:nbo_charge:R:1
N 1.222 5.432 -2.237 1.9 -1.3 -1.3 -0.84
C 1.896 4.118 -2.585 0.8 -3.1 -0.1 0.36
C 2.882 4.040 -3.878 0.4 -2.5 0.3 -0.01
N 3.600 2.827 -4.401 -4.5 1.4 5.9 -0.34
C 3.294 1.675 -3.486 0.1 -1.8 0.6 0.12
C 4.031 0.223 -3.855 -1.3 -1.2 2.4 -0.09
C 3.830 -1.159 -2.964 -1.2 4.9 0.6 -0.28
S 4.745 -2.686 -3.600 -1.3 -3.7 -6.3 2.13
O 4.971 -2.446 -5.143 -0.1 0.2 6.4 -0.84
O 3.942 -4.004 -3.480 3.2 5.2 1.1 -0.78
F 6.310 -2.739 -2.875 -3.5 0.3 -1.1 -0.45
C 2.868 -1.137 -1.611 -0.4 4.5 -2.2 -0.39
P 2.712 -2.743 -0.591 3.4 -5.4 1.4 2.16
O 4.091 -3.569 -0.469 -5.2 3.9 -0.9 -1.01
O 1.520 -3.778 -1.401 2.3 1.3 3.2 -0.96
O 2.138 -2.534 1.039 1.0 1.6 -3.1 -0.95
C 2.121 0.303 -1.271 1.9 -1.9 -2.6 -0.26
P 0.917 0.449 0.255 0.1 1.2 -0.5 0.77
S 1.770 1.197 1.837 0.2 -0.6 -0.2 -0.54
C 2.333 1.690 -2.175 0.6 0.1 -0.7 0.15
N 1.600 2.922 -1.726 3.6 1.1 -4.9 -0.38
H 0.826 5.857 -3.123 0.7 -0.8 1.3 0.39
H 1.981 6.088 -1.897 -1.2 -1.0 -0.4 0.39
H 3.054 5.057 -4.480 -0.4 -2.6 1.4 0.24
H 4.732 0.192 -4.817 -1.7 -0.1 2.4 0.30
H 1.474 -4.651 -0.872 0.4 1.9 -1.0 0.52
H 2.604 -1.733 1.437 -0.6 -1.2 -0.5 0.52
H -0.104 1.404 -0.172 0.7 -1.2 -0.2 0.04
H 0.219 -0.802 0.483 0.6 0.7 -0.7 0.04
C -3.456 2.503 7.142 0.2 -0.2 0.3 -0.64
C -3.360 2.194 5.659 -0.6 0.1 0.3 -0.07
O -1.995 2.033 5.254 0.6 -0.9 0.0 -0.50
C -1.420 0.850 5.588 -0.1 -0.2 0.4 0.98
O -1.957 -0.069 6.185 0.7 1.2 -0.9 -0.64
O -0.128 0.877 5.171 -1.2 0.1 0.2 -0.49
C 0.624 -0.271 5.557 0.4 -0.4 0.1 -0.26
H -2.835 3.367 7.397 -0.2 0.0 -0.1 0.21
H -4.491 2.712 7.428 0.1 0.0 -0.1 0.22
H -3.097 1.665 7.748 -0.1 0.1 -0.2 0.23
H -3.762 3.037 5.088 0.4 -0.1 -0.1 0.19
H -3.951 1.311 5.389 0.3 0.0 0.1 0.19
H 0.130 -1.195 5.242 0.0 0.2 0.2 0.20
H 0.781 -0.265 6.640 -0.1 -0.1 -0.1 0.19
H 1.600 -0.219 5.066 -0.3 0.3 0.0 0.20
C -4.986 -0.601 -1.061 0.2 -0.2 0.2 -0.64
C -4.890 -0.910 -2.545 -0.6 0.1 0.3 -0.07
O -3.525 -1.071 -2.949 0.6 -0.9 0.0 -0.50
C -2.950 -2.253 -2.615 -0.1 -0.2 0.4 0.98
O -3.487 -3.172 -2.018 0.7 1.2 -0.9 -0.64
O -1.658 -2.226 -3.032 -1.3 0.2 0.2 -0.50
C -0.905 -3.374 -2.646 0.3 -0.4 0.0 -0.26
H -4.365 0.264 -0.807 -0.2 0.0 -0.1 0.21
H -6.021 -0.391 -0.775 0.1 0.0 -0.1 0.22
H -4.627 -1.439 -0.455 -0.1 0.0 -0.2 0.23
H -5.292 -0.067 -3.116 0.4 -0.2 -0.1 0.19
H -5.481 -1.793 -2.815 0.3 0.0 0.1 0.20
H -1.400 -4.299 -2.961 0.0 0.2 0.2 0.20
H -0.749 -3.369 -1.564 -0.2 -0.1 -0.3 0.19
H 0.070 -3.322 -3.137 -0.4 0.3 0.0 0.21
```
Positions in Å, forces in eV/Å.

* E_tot: -3194.52109 Eh
* SMILES: Nc1cnc2cc(S(=O)(=O)F)c(P(=O)(O)O)c([PH2]=S)c2n1.CCOC(=O)OC.CCOC(=O)OC
* charge: 0



Entry 5:
DFT (the ωB97M-V functional and the def2-TZVPD basis) results for a cluster of 2 separate species, C3H5BrN3 in total.

Geometry as XYZ:
```
12
Properties=species:S:1:pos:R:3:forces:R:3:nbo_charge:R:1
C -0.901 1.458 -0.226 1.1 0.9 -1.4 0.06
C 1.419 1.449 -0.111 2.6 1.2 -1.9 0.22
C -0.781 0.068 -0.315 -0.3 -2.1 -0.4 0.07
N 0.254 2.123 -0.120 -0.7 0.1 0.6 -0.30
N 1.574 0.181 -0.439 -1.3 -1.2 1.3 -0.14
N 0.424 -0.519 -0.391 0.0 4.3 -0.2 -0.20
Br -0.763 -2.658 1.861 0.0 -0.1 0.0 -0.22
H -1.845 2.033 -0.529 1.4 -1.0 1.1 0.28
H 2.490 1.990 -0.178 -3.0 -0.8 0.6 0.26
H -1.601 -0.645 -0.447 0.1 0.5 0.4 0.27
H -0.821 -3.994 1.379 0.0 0.0 0.0 0.24
H 0.550 -1.485 -0.485 -0.1 -1.9 -0.2 0.46
```
Positions in Å, forces in eV/Å.

* E_tot: -2855.26300 Eh
* charge: +1



Entry 6:
DFT (the ωB97M-V functional and the def2-TZVPD basis) results for a cluster of 2 separate species, C5H10O2 in total.

Geometry as XYZ:
```
17
Properties=species:S:1:pos:R:3:forces:R:3:nbo_charge:R:1
C 1.428 0.260 -1.842 -0.1 0.1 0.0 -0.87
C 0.518 0.110 1.535 0.1 -0.6 0.1 -0.03
O 0.168 1.282 1.024 0.9 0.8 0.2 -0.35
C -1.002 1.302 0.452 -0.8 -0.1 -0.4 0.07
C -1.639 -0.038 0.592 -0.1 -0.1 0.0 -0.52
C -0.481 -0.935 1.135 -0.2 0.1 0.3 0.02
O -0.007 -1.896 0.199 0.1 0.1 -0.2 -0.71
H 2.002 1.179 -1.981 -0.1 -0.1 -0.1 0.23
H 1.250 -0.231 -2.801 0.1 0.1 0.1 0.22
H 1.999 -0.405 -1.191 0.0 0.1 -0.1 0.21
H 1.560 0.012 1.799 -0.1 -0.1 0.0 0.19
H 0.468 0.533 -1.386 0.2 -0.1 -0.1 0.21
H -1.338 2.243 0.049 0.0 -0.1 0.0 0.19
H -2.462 -0.012 1.316 0.1 0.0 0.0 0.23
H -2.045 -0.443 -0.343 0.1 0.0 0.1 0.24
H -0.823 -1.544 1.976 0.0 0.1 -0.1 0.20
H 0.403 -1.417 -0.533 0.0 -0.1 0.1 0.47
```
Positions in Å, forces in eV/Å.

* E_tot: -346.86343 Eh
* charge: 0



Entry 7:
DFT (the ωB97M-V functional and the def2-TZVPD basis) results for a structure of composition C30H19Cl3GdGeN4O6.

Geometry as XYZ:
```
64
Properties=species:S:1:pos:R:3:forces:R:3:lowdin_spin:R:1
Gd 11.267 16.260 8.840 0.0 -1.3 -1.3 5.05
O 9.791 17.140 12.824 0.4 -0.3 -1.3 0.00
C 9.865 16.656 11.709 -0.7 -0.9 -0.2 0.00
O 10.901 16.656 10.877 -1.0 0.4 1.5 -0.01
C 8.601 15.867 11.129 -0.2 2.2 2.4 0.00
C 7.371 15.955 11.865 2.5 1.6 -0.3 0.00
C 6.299 15.291 11.346 -0.7 -1.4 0.3 0.00
C 6.445 14.667 10.113 -0.1 -0.6 -0.9 0.00
C 7.704 14.681 9.481 -3.5 -0.9 -0.9 0.00
N 8.728 15.263 9.973 3.0 1.2 0.8 0.00
H 7.329 16.719 12.689 0.1 -1.5 -0.5 0.00
H 5.451 15.056 11.997 -0.2 0.7 -0.6 0.00
H 5.591 14.191 9.575 0.8 0.3 0.7 0.00
H 7.814 14.252 8.512 0.1 -0.4 -0.6 0.00
N 19.028 23.855 7.008 -2.1 -1.9 0.6 -0.01
C 18.158 23.118 7.286 2.3 2.6 -0.7 0.00
C 17.091 22.258 7.672 1.2 -0.3 1.1 -0.01
C 15.921 22.211 6.986 -1.9 -0.2 -1.5 0.00
C 14.980 21.226 7.267 0.2 -1.0 0.0 -0.01
C 15.217 20.244 8.248 0.7 1.2 0.6 -0.01
C 16.373 20.411 9.050 0.4 -0.3 -0.3 -0.01
C 17.327 21.408 8.761 -1.3 -0.8 0.3 0.00
C 14.232 19.196 8.604 0.1 -1.7 0.0 -0.08
C 14.675 17.860 8.849 0.1 0.2 -0.6 0.23
C 16.042 17.341 8.782 0.7 0.3 0.2 0.04
C 15.996 16.082 9.281 0.8 1.2 -0.2 0.11
C 14.645 15.798 9.586 -1.2 -0.1 -0.3 0.17
N 13.869 16.803 9.274 -1.5 0.3 0.3 0.00
C 12.891 19.582 8.746 -1.0 0.0 0.3 0.20
C 12.516 20.965 8.955 -1.3 0.6 0.0 0.06
C 11.161 21.016 9.123 0.2 0.1 -0.5 0.10
C 10.681 19.688 8.843 2.1 -2.1 0.4 0.22
N 11.729 18.788 8.774 -1.3 1.6 -0.6 -0.03
H 15.656 22.860 6.133 0.7 -0.2 0.6 0.00
H 14.138 21.114 6.596 -0.2 0.1 0.2 0.00
H 16.524 19.660 9.845 0.1 0.8 -0.3 0.00
H 18.192 21.582 9.394 0.0 -0.3 -0.2 0.00
H 16.960 17.869 8.494 -0.7 -0.2 0.0 0.00
H 16.818 15.462 9.491 0.8 -0.7 0.0 0.00
H 14.234 14.856 9.932 0.0 0.2 0.0 0.01
H 13.139 21.838 8.932 0.4 -0.1 0.3 0.00
H 10.535 21.872 9.381 0.3 -0.3 -0.3 0.00
H 9.656 19.338 8.673 0.5 0.2 0.3 0.01
O 12.347 14.095 8.854 0.0 0.7 0.7 -0.01
C 11.533 13.439 8.141 -1.6 0.0 -2.4 0.00
O 10.470 13.954 7.662 1.3 0.1 1.2 0.00
C 11.877 12.022 7.721 0.9 0.9 0.8 0.00
C 11.275 11.319 6.711 -1.2 0.1 -1.0 0.00
C 11.568 9.966 6.495 -1.2 -0.5 -1.7 0.00
C 12.503 9.385 7.285 -0.3 -0.6 1.7 0.00
O 12.653 8.035 7.481 1.6 -0.3 1.4 0.00
C 13.572 7.926 8.664 0.3 1.0 -1.2 0.00
O 13.994 9.288 9.000 -0.4 -1.3 0.1 0.00
C 13.178 10.094 8.281 -0.7 0.4 -1.3 0.00
C 12.911 11.427 8.444 0.7 -0.6 0.9 0.00
H 10.506 11.796 6.074 0.5 -0.2 0.6 0.00
H 10.992 9.345 5.732 0.9 1.0 1.2 0.00
H 14.482 7.397 8.376 -0.2 -0.1 -0.2 0.00
H 13.121 7.434 9.533 -0.5 0.3 -0.4 0.00
H 13.479 11.950 9.198 -0.3 0.3 0.1 0.00
Cl 12.165 16.342 6.112 -0.3 0.3 0.0 0.00
Ge 10.103 17.172 4.957 0.5 -1.1 -0.3 0.00
Cl 10.758 19.260 4.801 0.1 0.6 0.3 0.00
Cl 8.938 17.048 6.962 0.2 0.3 0.8 0.00
```
Positions in Å, forces in eV/Å.

* 2S+1: 7
* E_tot: -6048.21184 Eh
* charge: 0



Entry 8:
DFT (the ωB97M-V functional and the def2-TZVPD basis) results for a structure of composition C6H7Cl2NNdO4Rh.

Geometry as XYZ:
```
22
Properties=species:S:1:pos:R:3:forces:R:3:lowdin_spin:R:1
Nd 0.246 1.057 -3.283 0.4 -2.2 -2.3 3.08
Rh 0.871 0.688 -0.635 -1.7 -3.6 2.4 1.66
Cl -0.828 -1.064 -2.259 0.8 1.4 0.2 0.16
Cl -1.446 2.816 -4.035 -1.7 1.7 -0.7 0.94
C 1.994 1.980 -1.188 7.0 7.0 -0.4 0.06
C 0.845 -1.006 -4.845 1.9 -4.0 -3.0 0.00
C 1.242 1.627 -5.756 1.7 1.6 -4.8 0.01
O 2.850 2.790 -1.161 -4.5 -4.2 -0.4 0.01
O 1.214 -1.879 -5.499 -1.7 3.7 2.8 0.00
O 1.614 1.893 -6.812 -1.5 -1.2 4.5 0.00
C -0.580 -2.110 2.979 -0.4 0.0 0.8 0.09
N -0.708 -0.670 2.797 -0.3 -1.5 2.3 0.41
C -1.172 0.135 3.929 -0.2 -0.4 0.2 0.09
C -0.318 -0.085 1.663 0.5 -0.4 -2.5 0.06
O 0.005 -0.755 0.636 -0.5 1.6 2.3 0.26
H -0.918 -2.347 3.990 0.1 0.0 -0.2 0.00
H 0.463 -2.450 2.865 0.0 0.2 -0.3 0.04
H -1.191 -2.673 2.258 0.0 0.1 -0.3 0.04
H -0.403 0.854 4.250 0.1 0.1 -0.2 0.04
H -2.074 0.710 3.653 0.1 0.1 -0.1 0.04
H -1.401 -0.525 4.770 0.0 0.1 -0.2 0.00
H -0.307 1.015 1.683 -0.1 -0.1 0.1 0.01
```
Positions in Å, forces in eV/Å.

* 2S+1: 8
* E_tot: -2178.95471 Eh
* charge: +4